1.
{"formula": "C6H9N", "method": "ωB97M-V/def2-TZVPD", "e_homo_ev": [-8.32, -8.32], "smiles": "CC[C@]1(C)C2=N[C@@H]21", "e_tot_ha": -288.58692, "species": ["C", "C", "C", "C", "C", "N", "C", "H", "H", "H", "H", "H", "H", "H", "H", "H"], "positions_angstrom": [[1.182, -1.257, -0.055], [0.124, -0.451, -0.743], [-0.977, 0.147, 0.163], [-0.459, 1.487, 0.754], [-1.944, -0.732, 0.848], [-2.880, -0.865, -0.042], [-2.357, 0.272, -0.484], [0.907, -2.332, 0.050], [1.472, -0.813, 0.869], [2.126, -1.024, -0.681], [-0.278, -1.115, -1.466], [0.610, 0.437, -1.270], [0.334, 1.325, 1.507], [-1.284, 1.845, 1.383], [-0.012, 1.985, -0.125], [-2.836, 1.155, -0.653]], "lowdin_charge": [-0.109, -0.228, -0.461, -0.027, -0.007, 0.102, -0.095, 0.093, 0.050, 0.105, 0.098, 0.127, 0.084, 0.086, 0.090, 0.091]}

2.
{"formula": "C6H7NS", "method": "ωB97M-V/def2-TZVPD", "e_homo_ev": -7.17, "e_tot_ha": -685.50732, "species": ["C", "C", "C", "C", "C", "C", "N", "S", "H", "H", "H", "H", "H", "H", "H"], "positions_angstrom": [[2.985, -2.109, -2.104], [1.265, -0.732, -1.148], [0.533, 0.023, -0.492], [-0.742, 0.210, 0.253], [-1.355, 1.451, 0.705], [-2.023, 1.472, 2.059], [2.134, -1.122, -2.000], [3.618, -2.707, -3.567], [3.297, -2.816, -1.356], [-1.401, 0.060, -0.612], [-0.941, -0.559, 1.036], [-1.237, 2.358, 0.170], [-2.358, 0.491, 2.315], [-2.662, 2.370, 2.216], [-1.110, 1.609, 2.524]], "lowdin_charge": [-0.750, -0.150, -0.010, -0.242, 0.015, -0.034, -0.013, 0.469, 0.018, 0.175, 0.136, 0.115, 0.085, 0.108, 0.078]}

3.
{"formula": "C20H29B2Cl2F4N10O5SSeZr", "method": "ωB97M-V/def2-TZVPD", "e_homo_ev": -11.21, "charge": 1, "e_tot_ha": -5919.72084, "species": ["Zr", "C", "C", "N", "O", "B", "F", "F", "O", "N", "C", "C", "C", "N", "O", "B", "F", "F", "O", "N", "C", "C", "C", "H", "H", "H", "H", "H", "H", "H", "H", "H", "H", "H", "H", "N", "N", "C", "N", "S", "H", "H", "H", "H", "H", "Cl", "C", "C", "C", "C", "C", "Cl", "C", "N", "H", "H", "H", "C", "N", "C", "C", "C", "O", "H", "H", "H", "H", "H", "H", "H", "H", "H", "Se", "C", "N"], "positions_angstrom": [[-0.259, -0.473, 0.467], [3.303, 2.071, -1.033], [2.191, 1.431, -0.285], [1.423, 0.525, -0.754], [1.617, 0.105, -2.030], [2.340, -1.223, -2.080], [3.549, -1.085, -1.404], [2.433, -1.573, -3.388], [1.522, -2.285, -1.385], [1.354, -2.018, -0.066], [1.912, -2.783, 0.792], [2.827, -3.904, 0.463], [1.588, -2.408, 2.198], [0.724, -1.466, 2.306], [0.465, -1.025, 3.579], [1.137, 0.299, 3.886], [2.506, 0.138, 3.676], [0.767, 0.640, 5.145], [0.635, 1.366, 2.955], [0.966, 1.089, 1.663], [1.897, 1.787, 1.134], [2.670, 2.827, 1.861], [2.286, -3.032, 3.350], [3.439, 1.589, -1.994], [3.091, 3.132, -1.181], [4.226, 1.997, -0.455], [2.968, -3.970, -0.610], [3.792, -3.742, 0.948], [2.413, -4.841, 0.838], [3.543, 2.355, 2.321], [3.016, 3.606, 1.185], [2.070, 3.248, 2.662], [2.580, -4.052, 3.118], [3.181, -2.445, 3.574], [1.654, -3.008, 4.233], [-4.494, -2.057, 1.061], [-3.784, -2.340, 2.228], [-2.760, -1.632, 2.697], [-2.075, -2.101, 3.720], [-2.369, -0.083, 2.012], [-5.007, -1.193, 1.181], [-3.835, -1.951, 0.295], [-3.959, -3.260, 2.606], [-2.208, -3.050, 4.038], [-1.226, -1.607, 3.995], [-1.506, -1.002, -2.104], [-0.863, -0.370, -3.612], [-0.623, -1.303, -4.602], [-0.040, -0.893, -5.787], [0.300, 0.438, -5.959], [0.032, 1.351, -4.956], [0.486, 3.014, -5.193], [-0.567, 0.984, -3.747], [-0.737, 1.916, -2.718], [-0.859, -2.342, -4.423], [0.170, -1.613, -6.564], [0.774, 0.778, -6.869], [-2.332, 3.279, 1.522], [-2.557, 3.130, 0.081], [-3.516, 4.066, -0.514], [-1.911, 2.223, -0.623], [-2.040, 2.169, -2.139], [-1.148, 1.399, -0.062], [-3.214, 2.951, 2.071], [-2.150, 4.332, 1.732], [-1.476, 2.693, 1.839], [-4.151, 4.439, 0.284], [-4.152, 3.571, -1.243], [-3.008, 4.913, -0.977], [-2.471, 3.092, -2.527], [-2.735, 1.363, -2.382], [-0.259, 2.776, -2.946], [-1.068, -5.042, 1.655], [-1.218, -3.494, 0.861], [-1.272, -2.419, 0.382]], "lowdin_charge": [1.620, 0.030, -0.202, -0.056, 0.016, -1.109, 0.166, 0.209, 0.042, -0.075, -0.222, 0.031, -0.219, -0.053, -0.035, -1.107, 0.161, 0.210, 0.029, -0.063, -0.201, 0.032, 0.032, 0.095, 0.104, 0.111, 0.098, 0.110, 0.095, 0.118, 0.089, 0.101, 0.090, 0.117, 0.102, 0.049, -0.065, -0.769, 0.167, 0.728, 0.081, 0.054, 0.148, 0.114, 0.088, 0.808, -0.511, -0.085, -0.053, -0.081, -0.564, 0.731, -0.312, 0.014, 0.119, 0.119, 0.115, -0.015, -0.096, -0.008, -0.375, -0.091, -0.270, 0.096, 0.108, 0.062, 0.100, 0.098, 0.109, 0.123, 0.126, 0.078, 0.681, -0.923, -0.165]}

4.
{"formula": "C35H25AsIO8PPdS", "method": "ωB97M-V/def2-TZVPD", "e_homo_ev": [-8.18, -8.89], "spin_multiplicity": 5, "e_tot_ha": -5351.43056, "species": ["Pd", "C", "C", "C", "C", "C", "C", "P", "C", "C", "C", "C", "C", "C", "C", "C", "C", "C", "C", "C", "C", "C", "C", "C", "H", "H", "H", "H", "H", "H", "H", "H", "H", "H", "H", "H", "H", "H", "H", "H", "O", "As", "O", "O", "C", "C", "C", "C", "C", "C", "S", "O", "O", "O", "H", "H", "H", "H", "H", "I", "C", "C", "C", "C", "C", "C", "C", "O", "O", "H", "H", "H", "H"], "positions_angstrom": [[0.369, -1.390, -0.443], [-3.180, 4.734, -2.110], [-3.836, 3.656, -1.523], [-3.111, 2.572, -1.066], [-1.723, 2.564, -1.192], [-1.066, 3.636, -1.782], [-1.801, 4.723, -2.239], [-0.827, 1.146, -0.556], [0.919, 1.384, -0.909], [1.416, 1.173, -2.197], [2.732, 1.499, -2.484], [3.550, 2.028, -1.497], [3.057, 2.239, -0.213], [1.747, 1.918, 0.088], [-1.124, 1.172, 1.223], [-1.469, 2.361, 1.823], [-1.809, 2.407, 3.189], [-1.848, 1.255, 3.918], [-1.532, 0.004, 3.334], [-1.618, -1.197, 4.083], [-1.322, -2.399, 3.513], [-0.878, -2.467, 2.166], [-0.820, -1.318, 1.448], [-1.132, -0.046, 1.976], [-3.749, 5.581, -2.468], [-4.914, 3.663, -1.428], [-3.622, 1.732, -0.609], [0.011, 3.628, -1.891], [-1.291, 5.559, -2.699], [0.782, 0.749, -2.963], [3.117, 1.322, -3.479], [4.580, 2.268, -1.720], [3.700, 2.643, 0.557], [1.371, 2.057, 1.093], [-1.494, 3.276, 1.245], [-2.058, 3.356, 3.643], [-2.135, 1.280, 4.962], [-1.923, -1.140, 5.120], [-1.391, -3.312, 4.088], [-0.574, -3.418, 1.745], [-0.461, -4.652, -2.789], [-0.802, -4.335, -1.107], [-1.206, -5.687, -0.310], [0.513, -3.467, -0.423], [-2.349, -3.138, -1.098], [-3.348, -3.588, -0.233], [-4.537, -2.893, -0.086], [-4.764, -1.740, -0.821], [-3.793, -1.281, -1.694], [-2.589, -1.969, -1.820], [-1.434, -1.250, -2.961], [-1.822, -1.543, -4.303], [-1.456, 0.203, -2.653], [-0.114, -1.808, -2.560], [0.032, -3.909, -3.164], [-3.169, -4.506, 0.314], [-5.294, -3.258, 0.595], [-5.698, -1.204, -0.722], [-3.958, -0.388, -2.282], [8.845, -0.170, 1.946], [6.847, -0.488, 1.461], [6.519, -0.998, 0.211], [5.188, -1.200, -0.112], [4.196, -0.898, 0.811], [4.534, -0.399, 2.063], [5.863, -0.189, 2.394], [2.764, -1.069, 0.464], [1.852, -0.857, 1.300], [2.456, -1.407, -0.725], [7.295, -1.237, -0.502], [4.911, -1.592, -1.081], [3.747, -0.180, 2.772], [6.130, 0.199, 3.366]], "lowdin_charge": [1.099, -0.068, -0.064, -0.084, -0.352, -0.058, -0.064, 1.183, -0.372, -0.081, -0.048, -0.050, -0.059, -0.072, -0.285, -0.072, -0.059, -0.013, -0.157, -0.028, -0.048, -0.075, -0.085, -0.179, 0.107, 0.109, 0.112, 0.108, 0.109, 0.100, 0.116, 0.113, 0.115, 0.114, 0.110, 0.108, 0.118, 0.114, 0.112, 0.094, -0.225, 0.883, -0.436, -0.498, -0.234, -0.085, -0.057, -0.064, -0.070, -0.285, 0.504, -0.241, -0.404, -0.422, 0.029, 0.099, 0.109, 0.107, 0.113, 0.877, -0.741, -0.140, -0.006, -0.141, -0.011, -0.142, -0.573, -0.008, -0.042, 0.094, 0.125, 0.123, 0.093]}

5.
{"formula": "N4O12Pb", "method": "ωB97M-V/def2-TZVPD", "e_homo_ev": -3.11, "charge": -2, "e_tot_ha": -1314.41116, "species": ["Pb", "N", "O", "O", "O", "N", "O", "O", "O", "N", "O", "O", "O", "N", "O", "O", "O"], "positions_angstrom": [[-0.360, -0.664, 0.044], [-1.498, 1.787, -1.517], [-0.563, 1.057, -1.958], [-2.007, 2.628, -2.254], [-1.862, 1.644, -0.338], [2.479, 1.802, 0.082], [1.579, 0.940, 0.315], [2.743, 2.666, 0.917], [3.169, 1.624, -0.925], [-2.908, -2.140, -1.924], [-3.082, -2.898, -2.876], [-1.800, -2.099, -1.332], [-3.876, -1.516, -1.460], [2.034, -1.227, 3.302], [3.126, -0.942, 2.829], [1.842, -1.536, 4.502], [0.985, -1.126, 2.592]], "lowdin_charge": [1.744, -0.606, -0.151, 0.004, -0.114, -0.600, -0.273, -0.021, -0.043, -0.612, -0.023, -0.301, -0.032, -0.629, -0.025, -0.088, -0.232]}

6.
{"formula": "C30H31N3O6", "method": "ωB97M-V/def2-TZVPD", "e_homo_ev": -7.60, "smiles": "COc1cc(/C=C(\\NC(=O)c2ccccc2)C(=O)N2C[C@@H]3C[C@H](C2)c2cccc(=O)n2C3)cc(OC)c1OC", "e_tot_ha": -1777.51631, "species": ["C", "O", "C", "C", "C", "C", "C", "N", "C", "O", "C", "C", "C", "C", "C", "C", "C", "O", "N", "C", "C", "C", "C", "C", "C", "C", "C", "C", "C", "O", "N", "C", "C", "C", "O", "C", "C", "O", "C", "H", "H", "H", "H", "H", "H", "H", "H", "H", "H", "H", "H", "H", "H", "H", "H", "H", "H", "H", "H", "H", "H", "H", "H", "H", "H", "H", "H", "H", "H", "H"], "positions_angstrom": [[4.841, 0.008, -1.607], [4.655, 1.199, -0.886], [3.373, 1.636, -0.646], [2.249, 0.902, -1.011], [0.968, 1.353, -0.705], [-0.235, 0.587, -1.011], [-0.411, -0.731, -0.835], [0.604, -1.564, -0.374], [0.571, -2.926, -0.306], [-0.418, -3.584, -0.559], [1.872, -3.538, 0.090], [2.818, -2.891, 0.882], [4.010, -3.521, 1.192], [4.272, -4.796, 0.716], [3.328, -5.452, -0.058], [2.133, -4.829, -0.364], [-1.754, -1.318, -1.171], [-2.157, -1.330, -2.317], [-2.518, -1.707, -0.126], [-2.152, -1.665, 1.264], [-3.101, -0.750, 2.057], [-4.550, -1.178, 1.847], [-4.820, -1.120, 0.348], [-3.880, -2.117, -0.359], [-4.537, 0.248, -0.216], [-5.147, 0.652, -1.371], [-4.801, 1.884, -1.950], [-3.871, 2.674, -1.356], [-3.236, 2.290, -0.134], [-2.410, 2.959, 0.479], [-3.611, 1.037, 0.377], [-2.961, 0.707, 1.635], [0.810, 2.578, -0.060], [1.916, 3.328, 0.297], [1.856, 4.531, 0.923], [0.584, 5.069, 1.201], [3.219, 2.862, 0.015], [4.226, 3.673, 0.457], [5.445, 3.722, -0.248], [4.394, 0.060, -2.605], [4.439, -0.861, -1.072], [5.920, -0.105, -1.705], [2.367, 0.007, -1.600], [-1.092, 1.165, -1.324], [1.472, -1.084, -0.170], [2.625, -1.908, 1.291], [4.737, -3.015, 1.809], [5.207, -5.279, 0.957], [3.524, -6.449, -0.421], [1.383, -5.322, -0.962], [-1.129, -1.305, 1.372], [-2.204, -2.683, 1.673], [-2.829, -0.821, 3.114], [-4.710, -2.192, 2.216], [-5.223, -0.508, 2.387], [-5.855, -1.390, 0.127], [-4.042, -2.117, -1.438], [-4.036, -3.127, 0.034], [-5.877, 0.013, -1.839], [-5.277, 2.190, -2.869], [-3.575, 3.625, -1.770], [-1.907, 0.987, 1.531], [-3.387, 1.362, 2.406], [-0.188, 2.921, 0.158], [0.006, 5.232, 0.287], [0.772, 6.024, 1.689], [0.007, 4.424, 1.870], [5.944, 4.625, 0.103], [5.283, 3.795, -1.327], [6.073, 2.853, -0.039]], "lowdin_charge": [-0.075, -0.104, -0.178, 0.004, -0.199, 0.034, -0.146, 0.151, -0.409, 0.100, -0.130, -0.040, -0.081, -0.081, -0.070, -0.014, -0.417, 0.095, -0.038, -0.099, -0.247, -0.105, -0.204, -0.077, -0.165, -0.027, -0.053, 0.007, -0.443, 0.009, 0.081, -0.077, 0.038, -0.183, -0.057, -0.070, -0.127, -0.052, -0.072, 0.101, 0.086, 0.097, 0.111, 0.123, 0.103, 0.113, 0.105, 0.103, 0.105, 0.119, 0.127, 0.138, 0.148, 0.123, 0.127, 0.150, 0.131, 0.140, 0.115, 0.110, 0.114, 0.129, 0.144, 0.082, 0.100, 0.093, 0.097, 0.093, 0.101, 0.086]}

7.
{"formula": "H4N2", "method": "ωB97M-V/def2-TZVPD", "e_homo_ev": -9.50, "smiles": "NN", "e_tot_ha": -111.81241, "species": ["N", "N", "H", "H", "H", "H"], "positions_angstrom": [[0.411, 0.358, 0.408], [-0.319, -0.288, -0.556], [0.140, 0.134, 1.471], [1.277, 0.116, 0.651], [-1.257, 0.394, -0.874], [-0.803, -1.132, -0.212]], "lowdin_charge": [-0.155, -0.158, 0.120, -0.015, 0.157, 0.051]}

What largest force on an atom values result from the calculations? In sequence: 0.06883, 0.06844, 0.00091, 0.01499, 0.05354, 0.01772, 0.13202 Eh/bohr.
What relative energy (zero: lowest compared OMol25 entry of this formula, charge and spin) values result from the calculations? In sequence: 122.4, 164.8, 0.0, 0.0, 0.0, 0.0, 33.1 kcal/mol.